(1)
{"formula": "C9H14O", "method": "ωB97M-V/def2-TZVPD", "gap_ev": 9.1, "charge": 0, "smiles": "Cc1ccc(O)cc1.CC", "de_lowest_kj_mol": 181.8, "symbols": ["C", "C", "C", "C", "C", "O", "C", "C", "H", "H", "H", "H", "H", "H", "H", "H", "C", "C", "H", "H", "H", "H", "H", "H"], "coordinates": [[-3.023643, -1.298175, 0.862712], [-2.071358, -0.770808, -0.155656], [-0.709695, -0.793770, 0.209023], [0.255312, -0.293101, -0.628495], [-0.020882, -0.073863, -1.975021], [1.086980, 0.223883, -2.740065], [-1.322856, -0.206731, -2.529433], [-2.366408, -0.557469, -1.538105], [-2.908978, -0.813541, 1.861178], [-2.972499, -2.463865, 0.904997], [-4.091498, -0.989036, 0.640227], [-0.545170, -1.141025, 1.140701], [1.265878, -0.287502, -0.325975], [0.893337, 0.287607, -3.698909], [-1.489319, -0.414243, -3.555864], [-3.300244, -0.729530, -1.963334], [2.012398, 1.070778, 1.414826], [3.311479, 1.495664, 2.011535], [1.919018, 0.089078, 1.015607], [1.049467, 1.306835, 1.968371], [1.868095, 1.748606, 0.506987], [3.800223, 0.648799, 2.530312], [3.960102, 1.774500, 1.240451], [3.400261, 2.186907, 2.803930]], "atomic_forces_ev_per_a": [[-2.171, -0.680, 0.316], [0.766, -0.464, -2.136], [-1.877, 2.059, -2.924], [-0.674, -1.031, -0.700], [-0.862, 0.303, -1.457], [-0.120, 0.023, -0.623], [-0.074, -1.302, 4.547], [3.491, 0.719, -0.023], [0.492, -0.741, -0.577], [-0.156, 2.117, 0.241], [1.062, -0.681, -0.158], [1.134, -0.861, 3.067], [0.564, -0.031, -0.325], [-0.176, -0.074, 0.993], [-0.210, 0.492, -0.872], [-1.760, -0.222, -0.231], [-2.425, 3.127, -0.905], [0.778, -2.597, 1.392], [0.687, -0.636, 0.596], [1.292, -0.506, -0.082], [0.010, -0.922, 0.839], [-0.085, -0.096, -0.467], [1.170, 0.544, -1.068], [-0.855, 1.457, 0.555]], "lowdin_charge": [-0.091, -0.287, -0.038, -0.041, -0.304, 0.025, 0.011, -0.004, 0.080, 0.115, 0.085, 0.080, 0.065, 0.117, 0.087, 0.073, -0.183, -0.169, 0.017, 0.096, 0.095, 0.075, 0.046, 0.051]}

(2)
{"formula": "C13H20N4O2", "method": "ωB97M-V/def2-TZVPD", "gap_ev": 8.4, "charge": 0, "smiles": "CCN(CC)CCNC(=O)/C(=N\\O)c1ccccn1", "de_lowest_kj_mol": 204.2, "symbols": ["C", "C", "N", "C", "C", "C", "C", "N", "C", "O", "C", "N", "O", "C", "C", "C", "C", "C", "N", "H", "H", "H", "H", "H", "H", "H", "H", "H", "H", "H", "H", "H", "H", "H", "H", "H", "H", "H", "H"], "coordinates": [[-5.848618, -1.635614, 0.340997], [-4.482943, -1.576969, -0.334940], [-3.671771, -0.483366, 0.169146], [-4.234704, 0.845422, 0.000519], [-4.595344, 1.246369, -1.435070], [-2.270069, -0.556874, -0.193643], [-1.401387, -0.245391, 1.040010], [-0.005004, -0.139455, 0.702667], [0.577524, 1.036371, 0.459230], [-0.024327, 2.113314, 0.566746], [2.023299, 1.017096, 0.065942], [2.679192, 2.094489, -0.195523], [2.126518, 3.299413, -0.128098], [2.819046, -0.215201, -0.056632], [4.200042, -0.127743, -0.269211], [4.936559, -1.289324, -0.388140], [4.288684, -2.514160, -0.292372], [2.921762, -2.505645, -0.079185], [2.209848, -1.398019, 0.034941], [-5.728124, -1.583110, 1.419633], [-6.488276, -0.818362, 0.020001], [-6.340468, -2.571633, 0.087449], [-4.616168, -1.537659, -1.429985], [-3.946604, -2.501501, -0.101717], [-5.125488, 0.916248, 0.629145], [-3.502217, 1.554668, 0.391059], [-4.897576, 2.290052, -1.453585], [-5.416673, 0.645250, -1.817361], [-3.741037, 1.126793, -2.097986], [-2.027464, -1.560404, -0.552111], [-2.005307, 0.152512, -0.990261], [-1.714268, 0.710467, 1.465574], [-1.533373, -1.028746, 1.788511], [0.558726, -0.972302, 0.518169], [1.167956, 3.219893, 0.151910], [4.655655, 0.845512, -0.335718], [6.003329, -1.245124, -0.551748], [4.827651, -3.444102, -0.378726], [2.357960, -3.425832, 0.005670]], "atomic_forces_ev_per_a": [[0.258, -0.026, -0.200], [-0.130, -0.047, 0.097], [0.110, -0.231, 0.023], [-0.115, 0.101, -0.083], [0.117, -0.152, 0.300], [0.149, 0.156, 0.326], [-0.343, 0.189, -0.170], [0.040, -0.080, -0.025], [-0.152, -0.128, 0.104], [0.054, 0.261, -0.088], [-0.468, 0.693, 0.044], [0.213, -0.241, -0.052], [-0.509, 0.333, 0.118], [0.717, -0.401, -0.122], [-0.042, -0.136, 0.018], [-0.182, 0.015, 0.019], [-0.114, 0.057, 0.009], [0.348, -0.382, -0.063], [-0.077, 0.296, -0.008], [-0.017, 0.007, 0.134], [-0.129, 0.086, -0.005], [-0.106, -0.053, -0.022], [0.042, -0.058, 0.044], [-0.021, 0.047, -0.107], [0.049, 0.121, 0.020], [-0.069, 0.030, 0.074], [-0.050, 0.107, -0.057], [-0.089, -0.042, -0.093], [0.053, 0.013, -0.118], [-0.031, 0.042, -0.047], [0.033, -0.073, -0.029], [-0.022, -0.176, 0.034], [-0.032, 0.062, -0.023], [-0.019, 0.173, 0.026], [0.309, -0.416, -0.057], [0.070, 0.036, -0.005], [0.071, 0.023, -0.009], [0.017, -0.091, -0.001], [0.064, -0.113, -0.007]], "lowdin_charge": [-0.090, -0.267, -0.201, -0.243, -0.078, -0.181, -0.145, 0.076, -0.391, 0.032, -0.124, 0.048, 0.005, -0.200, -0.006, -0.056, -0.062, -0.127, 0.076, 0.078, 0.061, 0.070, 0.113, 0.112, 0.107, 0.112, 0.072, 0.061, 0.067, 0.118, 0.118, 0.113, 0.125, 0.097, 0.081, 0.107, 0.108, 0.101, 0.110]}